Entry from OMol25: C39H43As2ClLuSi2 as an isolated structure in a non-equilibrium geometry (ωB97M-V with the def2-TZVPD basis set).

**E_HOMO (alpha / beta)**: -0.36672 / -0.36573 hartree
**Relative energy (zero: lowest compared OMol25 entry of this formula, charge and spin)**: 89.1 kJ/mol
**Charge**: +1
**Molar mass**: 928.2 g/mol

The geometry in XYZ format:
```
88
Properties=species:S:1:pos:R:3:forces:R:3:mulliken_charge:R:1
C 2.61092 2.94541 1.13973 -0.27 0.66 0.33 -0.59
C 1.76981 3.06848 -0.00595 0.02 0.56 0.32 -0.72
C 0.52238 3.60264 0.42987 0.43 0.38 0.17 -0.42
H 2.07094 2.88014 -1.03692 -0.16 0.01 0.34 0.48
C 0.56952 3.75990 1.84821 0.49 0.43 -0.39 -0.84
C 1.86669 3.36112 2.28765 0.22 0.59 -0.73 -0.58
H 2.24493 3.45544 3.30351 -0.18 -0.23 -0.30 0.48
H 3.66757 2.67623 1.13831 -0.42 -0.11 0.00 0.76
H -0.28975 3.92184 -0.21775 0.21 -0.17 0.24 0.66
H -0.21164 4.18695 2.47482 0.22 -0.21 -0.17 0.53
Lu 0.69162 1.35808 1.46688 2.29 -1.32 0.84 0.95
Si -0.11077 -2.50199 -1.60884 1.14 1.64 -1.22 0.18
C -0.66789 -2.29880 -3.37474 -0.35 -0.02 -0.15 0.78
C -1.44896 -3.29663 -3.97695 0.01 0.30 -0.18 -0.40
H -1.76083 -4.16328 -3.38809 0.04 0.23 -0.25 0.37
C -1.83462 -3.18121 -5.31636 0.07 0.07 -0.10 -0.63
H -2.44901 -3.95917 -5.77386 0.20 0.21 0.14 0.41
C -1.44412 -2.07140 -6.07396 0.02 -0.11 0.45 -0.50
H -1.74686 -1.98061 -7.11802 0.08 -0.04 0.31 0.40
C -0.66819 -1.07262 -5.47746 0.12 0.01 0.15 -0.83
H -0.36426 -0.19552 -6.05360 -0.08 -0.30 0.14 0.40
C -0.27233 -1.19015 -4.14172 -0.28 -0.18 -0.26 0.04
H 0.34971 -0.40660 -3.69872 -0.18 -0.22 -0.19 0.21
C -0.68306 -1.03118 -0.53969 1.88 2.64 -1.89 0.85
C -0.49255 0.31106 -0.91813 1.16 -3.65 -0.72 -1.24
H 0.14919 0.56425 -1.76393 -0.11 -0.03 0.25 0.02
C -1.32333 1.33781 -0.32343 -1.28 1.02 -0.80 -0.37
H -1.47200 2.28691 -0.84501 0.04 -0.51 0.37 0.99
C -1.58118 1.26999 1.12715 0.69 -1.24 3.67 0.54
H -1.89875 2.13072 1.72210 0.35 -0.43 0.12 0.50
C -1.61327 -0.12037 1.61353 1.32 1.47 1.18 -0.75
H -1.89782 -0.34353 2.63702 0.03 0.24 -0.15 0.66
C -1.51221 -1.17750 0.63590 -1.69 0.13 1.63 -1.36
H -1.83111 -2.18233 0.91816 0.05 0.43 0.25 0.86
H 1.35821 -2.38530 -1.71205 0.11 0.06 0.14 -0.10
Si -2.81336 0.27712 0.19510 -6.32 -0.94 -4.85 0.02
C -4.49390 0.75747 0.96068 0.91 -0.12 0.48 0.50
C -5.48102 1.33353 0.15236 -0.35 -0.02 -0.11 -0.24
H -5.27001 1.53205 -0.90214 -0.13 -0.12 0.32 0.35
C -6.74688 1.63348 0.66740 0.27 -0.03 0.19 -0.74
H -7.50948 2.06722 0.01781 0.25 -0.11 0.22 0.41
C -7.02849 1.37654 2.01516 0.36 -0.07 -0.15 -0.51
H -8.01131 1.61876 2.42543 0.33 -0.12 -0.12 0.39
C -6.03925 0.81839 2.83362 0.13 -0.03 -0.06 -0.78
H -6.24882 0.62362 3.88675 0.03 0.04 -0.31 0.41
C -4.77412 0.51201 2.31047 -0.61 0.27 0.05 -0.25
H -4.01622 0.07053 2.96242 -0.28 0.16 -0.08 0.21
C -3.51647 -0.38890 -1.47112 0.64 -0.03 0.46 0.19
C -3.30919 0.26547 -2.68326 -0.31 -0.44 -0.40 0.29
H -2.74339 1.19864 -2.73949 -0.11 -0.19 0.09 0.27
C -3.82375 -0.28029 -3.86470 0.01 0.08 0.07 -0.66
H -3.64363 0.22771 -4.81349 -0.13 -0.16 0.23 0.46
C -4.53880 -1.47873 -3.83179 0.12 -0.02 0.08 -0.59
H -4.93874 -1.90096 -4.75634 0.13 0.14 0.30 0.44
C -4.70740 -2.15813 -2.62189 0.07 0.08 0.10 -0.87
H -5.23172 -3.11522 -2.59352 0.11 0.29 -0.05 0.42
C -4.18890 -1.61253 -1.44357 -0.18 -0.07 -0.57 -0.38
H -4.31843 -2.15302 -0.50155 -0.04 0.14 -0.18 0.37
H -0.33170 -3.83686 -1.18940 -0.65 -0.95 0.84 -0.24
Cl 0.11387 1.01077 3.88372 -0.50 0.00 0.30 -0.48
C 3.26054 -1.50161 4.14517 -0.27 -0.01 0.04 -1.25
As 3.12334 0.30698 3.41534 0.89 0.19 -0.88 0.99
C 3.63600 1.35534 4.97960 -0.30 -0.02 -0.09 -1.57
C 4.81948 0.33889 2.37926 -0.38 -0.02 0.05 -0.25
C 6.06015 0.55520 2.97424 0.30 -0.09 -0.74 -0.36
C 7.21489 0.52670 2.17040 -0.25 0.02 0.19 -0.68
C 7.11604 0.28896 0.79932 -0.26 -0.05 -0.11 -0.73
C 5.86200 0.08165 0.19765 0.16 0.12 0.41 -0.60
C 4.71435 0.11404 0.98881 -0.19 0.06 0.42 0.10
As 2.90681 -0.27249 0.26810 0.89 -0.01 0.01 0.94
C 3.32268 -0.19057 -1.63597 -0.18 0.06 0.08 -1.17
C 2.99912 -2.20132 0.56410 -0.34 0.03 -0.01 -0.94
H 2.32347 -2.01585 3.90138 0.31 -0.10 0.24 0.28
H 3.37701 -1.40072 5.23057 -0.04 -0.31 -0.30 0.44
H 4.12005 -2.01265 3.69769 -0.24 0.06 0.25 0.41
H 3.96082 0.66174 5.76355 0.00 0.38 -0.10 0.47
H 4.43411 2.04843 4.69756 -0.21 -0.07 0.20 0.46
H 2.73435 1.89608 5.29148 0.34 -0.07 0.12 0.36
H 6.13128 0.74401 4.04547 0.09 -0.08 -0.27 0.45
H 8.19058 0.68992 2.63125 -0.26 -0.05 -0.19 0.40
H 8.01324 0.25911 0.17754 -0.25 0.03 0.25 0.40
H 5.78739 -0.10001 -0.87403 0.16 0.06 0.27 0.39
H 3.95976 -1.04348 -1.89759 -0.19 0.28 -0.10 0.48
H 2.37624 -0.23340 -2.18341 0.32 -0.03 -0.08 -0.04
H 3.83489 0.75764 -1.83154 -0.12 -0.21 -0.10 0.48
H 3.69569 -2.61467 -0.17484 -0.19 -0.04 0.29 0.34
H 3.34727 -2.38799 1.58490 -0.09 -0.03 -0.30 0.37
H 1.99257 -2.60739 0.41766 0.37 -0.17 0.13 0.10
```
Forces are in eV/Å.

Entry from OMol25: C39H43BMgN6O2SSi as an isolated structure in a non-equilibrium geometry (ωB97M-V with the def2-TZVPD basis set).

**E_HOMO**: -0.29822 hartree
**Charge**: 0
**Molar mass**: 723.1 g/mol

The geometry in XYZ format:
```
94
Properties=species:S:1:pos:R:3:forces:R:3:mulliken_charge:R:1
Mg 0.10135 -0.96118 0.45247 0.05 0.02 1.01 0.46
C -1.49596 -4.99448 -0.70045 0.95 -0.30 1.34 -1.41
C -1.43714 -3.61735 -0.87113 1.34 1.33 0.78 -0.10
N -0.58295 -3.04697 0.05188 -1.69 -1.46 -0.43 0.07
N -0.18755 -4.08652 0.86991 0.48 2.08 -0.33 -0.08
C -0.68838 -5.21938 0.47262 -1.69 -1.20 -2.28 -0.03
B 0.90004 -3.85716 1.94004 0.12 0.45 0.88 -0.22
N 2.15571 -3.24353 1.18259 -0.62 1.52 -0.37 0.07
C 3.42796 -3.64329 1.01484 0.22 1.83 -0.85 -0.12
C 4.06396 -2.71933 0.12188 -0.02 -2.02 1.10 -1.22
C 3.07969 -1.81466 -0.19567 -0.84 0.09 0.32 -0.52
N 1.93148 -2.06498 0.44434 1.15 -1.43 0.34 -0.05
N 0.35242 -2.87477 3.04316 0.34 -0.33 -0.62 0.05
C 0.39896 -2.92883 4.39604 -0.42 1.91 0.32 -0.09
C -0.03992 -1.67856 4.86858 0.27 -0.38 -0.60 -1.10
C -0.41437 -0.96180 3.70929 1.12 -0.99 0.36 -0.16
N -0.11261 -1.67896 2.61900 -0.63 0.34 0.51 -0.20
H -1.90709 -5.76049 -1.34974 -0.22 0.30 0.35 0.39
H -1.90991 -2.91852 -1.58513 0.37 -0.78 0.40 0.40
H -0.50164 -6.15571 0.97665 0.18 0.14 0.02 0.45
H 1.15228 -4.85352 2.55143 0.26 -0.30 -0.37 -0.16
H 3.86537 -4.43183 1.60398 -0.20 -0.24 -0.18 0.46
H 5.07988 -2.80509 -0.24544 -0.26 0.18 0.11 0.42
H 3.11193 -0.99660 -0.88730 0.12 0.36 -0.06 0.59
H 0.67854 -3.73406 5.05877 0.32 -0.34 -0.73 0.43
H 0.11288 -1.28082 5.86999 -0.60 -0.31 -0.22 0.36
H -0.80925 0.03012 3.65922 0.00 0.23 -0.28 0.17
O -0.61632 -0.56988 -1.40687 -1.54 1.51 -1.12 -0.38
S -1.23129 0.65240 -2.19541 1.65 -2.25 0.78 1.01
C -3.08119 0.58940 -2.48771 -0.32 -0.15 0.52 -1.38
C -4.19043 -0.22535 -1.79964 1.95 -0.28 0.48 0.26
C -4.74039 0.24228 -0.61908 -0.63 1.12 -0.21 -0.26
C -5.99281 -0.17732 -0.22430 -0.80 -0.45 1.54 -0.78
C -6.60659 -1.25458 -0.82842 0.11 -0.99 -0.84 -0.23
C -5.91575 -1.88669 -1.89484 -0.91 -0.76 0.09 -0.72
C -4.67511 -1.40833 -2.34222 -1.08 -0.02 -0.13 0.00
C -0.51917 0.33050 -3.88855 -1.88 -0.08 -1.08 -1.56
C -0.82367 -0.93598 -4.68844 -0.83 -0.17 -0.38 0.70
C -0.48901 -2.24051 -4.28665 -0.65 0.38 -1.22 -0.13
C -0.79246 -3.32998 -5.10662 0.32 -0.07 -0.40 -0.60
C -1.51257 -3.15579 -6.29412 -0.28 -0.38 1.04 -0.45
C -1.98638 -1.90430 -6.60172 0.59 0.87 -0.58 -0.69
C -1.50220 -0.79009 -5.92433 -0.43 1.36 0.83 -0.40
H -3.17660 0.40935 -3.53883 0.03 -0.03 -0.75 0.55
H -3.30629 1.64396 -2.28166 0.08 -0.20 -0.19 0.59
H -4.29521 1.05036 -0.05622 0.21 0.21 -0.22 0.47
H -6.52278 0.25363 0.64803 0.71 -0.07 -0.56 0.33
H -7.56310 -1.65998 -0.41401 0.91 0.48 -0.73 0.34
H -6.41585 -2.76064 -2.40128 0.86 0.91 0.65 0.30
H -4.13107 -1.92799 -3.12646 -0.20 0.22 -0.14 0.46
H 0.52811 0.36771 -3.74184 1.08 0.57 0.50 0.63
H -0.89759 1.17312 -4.52002 0.64 -0.33 0.67 0.40
H 0.01118 -2.39119 -3.37683 0.61 -0.20 1.15 0.54
H -0.43399 -4.33243 -4.86192 -0.13 0.37 0.16 0.40
H -1.79436 -3.99052 -6.92232 0.07 -0.12 0.14 0.37
H -2.66860 -1.77231 -7.42387 0.08 0.09 -0.36 0.43
H -1.69256 0.26603 -6.30702 -0.04 -1.56 0.55 0.26
C 0.59206 2.78168 4.06918 -0.81 0.47 1.35 -2.00
C 0.08672 3.29853 2.71732 0.48 -2.60 -0.69 2.53
C -1.37505 2.83577 2.64514 0.14 0.86 0.20 -1.57
C 0.32942 4.73905 2.47568 0.48 1.26 0.86 -1.63
Si 1.12415 2.20966 1.49329 -0.94 -0.81 -0.56 -1.00
O 0.29970 0.83873 1.21347 0.63 0.08 -0.25 0.54
C 2.81335 2.07407 2.30664 0.98 -0.63 -0.11 1.01
C 3.32739 0.90273 2.92086 -2.04 0.93 -0.59 -0.19
C 4.47597 0.98173 3.66683 0.02 -1.23 0.00 -0.47
C 5.29887 2.08569 3.63687 0.43 0.46 0.40 -0.68
C 4.88858 3.21440 2.94057 0.27 0.86 -0.50 -0.68
C 3.64859 3.20221 2.31018 -0.27 0.01 0.03 -0.03
C 1.53351 3.03705 -0.18389 -0.40 -1.43 2.33 0.54
C 2.81977 2.94577 -0.65585 0.76 -0.51 -0.60 -0.17
C 3.09382 3.51410 -1.89346 1.43 0.38 -0.46 -0.59
C 2.18189 4.36469 -2.50564 -0.66 0.17 -0.89 -0.81
C 0.86174 4.34771 -2.01425 -0.36 0.78 -1.15 -0.57
C 0.52557 3.59871 -0.92954 -0.62 0.29 0.84 0.09
H -0.14917 2.97507 4.90185 0.63 0.16 -0.73 0.44
H 1.54761 3.18079 4.35548 0.41 0.59 0.15 0.42
H 0.77330 1.71743 4.13190 -0.22 -0.54 -0.40 0.32
H -1.89467 3.30024 3.47137 -0.39 0.17 0.51 0.57
H -1.44646 1.76477 2.77095 -0.05 -0.19 -0.20 0.15
H -1.92167 3.15471 1.76514 0.08 -0.09 -0.51 0.21
H 0.08004 5.33727 3.37382 0.14 -0.01 -0.33 0.39
H -0.24601 5.11395 1.66172 -0.80 0.26 -0.69 0.41
H 1.35853 4.98004 2.16316 -0.12 -0.18 0.49 0.16
H 2.69382 -0.00547 2.85048 0.62 0.48 0.32 0.03
H 4.69406 0.10059 4.25169 0.57 -0.03 0.09 0.42
H 6.24030 2.03856 4.18224 -0.16 0.23 -0.13 0.35
H 5.49113 4.14935 2.81710 -0.33 -1.10 0.43 0.35
H 3.33098 4.09922 1.77297 0.10 -0.19 0.22 0.27
H 3.61283 2.38234 -0.09827 -0.90 0.67 -0.66 0.24
H 4.08813 3.33106 -2.34188 -0.57 0.41 0.24 0.41
H 2.44727 4.98826 -3.40445 -0.27 -0.89 1.04 0.32
H 0.00727 4.89222 -2.42369 0.67 0.21 -0.53 0.35
H -0.52495 3.56075 -0.57365 0.75 0.06 -0.25 0.51
```
Forces are in eV/Å.

| no. | total energy (Eh) |
| --- | --- |
| 1 | -8257.90054 |
| 2 | -2903.75843 |